*one*
ORCA calculation (the ωB97M-V functional and the def2-TZVPD basis) on a molecular structure, AgH14O11P.

Last column: Mulliken charge in e.
Atoms and positions in Å:
Ag -0.0935 -0.3587 0.0801  -1.5985
P 2.6755 1.2983 -0.6459  -1.4549
O 1.2715 1.0423 -1.1329  -0.4165
O 1.7405 1.2903 0.4881  0.0058
O 2.7615 2.6173 0.0421  -0.2425
O 2.2815 2.5173 -1.6349  -0.3814
O 1.3665 -0.5227 1.9441  -0.6573
H 1.0465 -0.1777 2.7281  0.2082
H 1.5745 0.2913 1.4051  0.6005
O -2.4015 0.8063 1.3451  -0.3021
H -2.9395 0.1163 1.6341  0.1326
H -2.9285 1.2123 0.6711  0.2492
O -1.0375 1.4853 -1.4559  -0.6550
H -0.0155 1.3143 -1.3689  0.5912
H -1.3365 0.7603 -2.0279  0.1466
O -0.8545 -2.5007 1.1091  0.4583
H -0.0395 -2.8067 1.4001  0.1765
H -1.3885 -3.2067 1.3151  -0.0152
O -1.2265 -1.2977 -2.1389  1.1425
H -1.1595 -1.3577 -3.1189  -0.0929
H -2.1415 -1.4567 -1.8339  -0.1629
O 1.2555 -2.1927 -0.9309  -0.2148
H 0.5975 -2.8837 -0.7829  0.2367
H 1.1205 -1.9317 -1.8229  0.1589
O -0.0565 2.1203 1.9541  -0.7920
H 0.7485 1.8533 1.3931  0.5955
H -0.8215 1.9673 1.3851  0.2836

Properties
E_HOMO   2.3 eV
Net charge   -2
HOMO-LUMO gap   2.199 eV
2S+1   1


*two*
ORCA calculation (the ωB97M-V functional and the def2-TZVPD basis) on a molecular structure, AgH14O11P.

Last column: Mulliken charge in e.
Atoms and positions in Å:
Ag -0.2144 -0.2566 0.4294  0.8060
P 1.3437 0.3386 -1.8293  -3.4607
O 1.3170 1.0768 -0.5336  0.1229
O -0.1983 0.7431 -1.5794  -0.7331
O 0.4807 -0.8426 -1.5375  0.5965
O 0.7058 1.4146 -2.6728  0.1949
O -1.8461 1.4128 -0.2187  -0.7655
H -1.0158 1.0976 -0.7939  0.6437
H -2.4877 0.7380 -0.3145  0.2098
O -1.3057 -2.2084 -0.8318  -0.8511
H -1.9440 -1.6379 -1.2498  0.3353
H -0.4904 -1.6989 -1.1652  0.4721
O 2.9410 0.3406 1.0875  -0.7457
H 2.2684 0.5585 0.4734  0.5376
H 2.7213 0.7742 1.9367  0.2090
O -1.6296 -0.3836 2.2652  -0.5576
H -1.4572 -1.3708 2.3903  0.3316
H -1.0970 0.0712 2.9597  0.3139
O -2.0550 -0.3551 -2.5556  -0.7728
H -1.7689 -0.1843 -3.4541  0.2293
H -1.1850 -0.0319 -2.1137  0.6233
O 0.3685 1.9133 1.4843  -0.5748
H 0.8128 1.6876 0.5975  0.5385
H 1.0861 1.9995 2.1318  0.1661
O 1.1912 -1.5701 1.7820  -0.5002
H 2.0298 -1.0993 1.6429  0.3835
H 1.4288 -2.5267 1.6690  0.2476

Properties
E_HOMO   1.6 eV
Net charge   -2
HOMO-LUMO gap   3.629 eV
2S+1   1


Most stable one: *two*, least stable one: *one*.


*one*
ORCA calculation (the ωB97M-V functional and the def2-TZVPD basis) on a single C2H4N4S molecule.

Last column: Mulliken charge in e.
Atoms and positions in Å:
C -0.9355 1.2032 0.0798  -0.0894
C 0.3056 0.6615 0.2933  -0.1571
N -2.0212 0.5572 0.1391  0.4959
N -3.1544 0.4753 0.0713  -0.6253
N 0.4590 -0.6507 0.1887  0.2234
N 1.8171 -1.2116 -0.0158  -0.7297
S -0.7026 -1.8633 0.2333  -0.3660
H -0.9317 2.2335 0.0760  0.4312
H 1.1935 1.2443 0.0612  0.2695
H 1.7519 -2.1591 -0.5074  0.3175
H 2.2181 -0.4905 -0.6195  0.2300

Properties
E_HOMO (alpha / beta)   -7.5 / -7.5 eV
HOMO-LUMO gap (alpha / beta)   7.286 / 7.288 eV
2S+1   1


*two*
ORCA calculation (the ωB97M-V functional and the def2-TZVPD basis) on a single C2H4N4S molecule.

Last column: Mulliken charge in e.
Atoms and positions in Å:
C 1.5892 -0.3073 -1.0851  -0.0835
C -0.5208 -0.7530 -0.4979  0.3638
H 0.0630 0.4470 2.4303  0.1521
H 2.5019 -0.3694 -1.6383  0.3958
H 0.5079 -1.9164 -1.9506  0.1944
H -2.2469 -0.8288 0.2559  0.2398
N 0.0445 0.3883 0.1148  0.2969
N 1.3538 0.6205 -0.2416  -0.5952
N 0.5493 -1.1689 -1.2777  -0.1288
N -1.6386 -1.2782 -0.4689  -0.6660
S -0.5874 1.1936 1.4697  -0.1692

Properties
E_HOMO   -8.4 eV
Structure (SMILES)   [H]/N=c1/[nH]cnn1S
HOMO-LUMO gap   9.200 eV
2S+1   1


Most stable one: *two*, least stable one: *one*.


*one*
ORCA calculation (the ωB97M-V functional and the def2-TZVPD basis) on a gas-phase ion, C8H14NO (charge +1).

Last column: Mulliken charge in e.
Atoms and positions in Å:
C 0.4442 -0.3018 -0.6379  0.5003
C -0.8275 -0.4045 -0.8357  0.3915
C 0.9129 -0.2080 -2.0813  -0.8158
C 1.2238 -0.2874 0.6072  -1.1561
C -1.6330 -0.4398 -2.0180  -0.5355
C -0.3971 -0.1995 -2.9532  -0.4843
C 0.3180 0.0128 1.8439  0.9345
C 0.2104 1.5137 2.1006  -1.6622
N -1.0187 -0.5346 1.6172  -0.4576
O 0.9300 -0.6588 2.9083  -0.5759
H 1.4965 0.6992 -2.2305  0.3474
H 1.5457 -1.0655 -2.3086  0.3552
H 1.6842 -1.2681 0.7690  0.4483
H 2.0274 0.4453 0.5584  0.3885
H -2.1205 -1.3971 -2.1975  0.2861
H -2.3714 0.3589 -2.0851  0.2654
H -0.5036 0.7610 -3.4511  0.3029
H -0.3436 -0.9725 -3.7167  0.3152
H -0.2174 2.0268 1.2451  0.4108
H 1.1985 1.9215 2.2970  0.3971
H -0.4140 1.7001 2.9730  0.4886
H -1.7893 0.0288 1.9514  0.2436
H -1.0961 -1.5064 1.8948  0.2488
H 0.7405 -0.2242 3.7501  0.3631

Properties
E_HOMO   -14.3 eV
Net charge   +1
HOMO-LUMO gap   9.200 eV
2S+1   1


*two*
ORCA calculation (the ωB97M-V functional and the def2-TZVPD basis) on 2 unconnected molecules or ions with the total composition C8H14NO.

Last column: Mulliken charge in e.
Atoms and positions in Å:
C -0.3627 2.4112 -1.6062  -0.8304
N 0.4813 1.1463 -1.6794  -0.1157
H -0.0472 0.5019 -1.1607  -0.0090
H 0.5266 1.0004 -2.7382  0.4103
H 1.4066 1.2429 -1.2616  0.4000
H 0.1344 3.2045 -2.1499  0.3883
H -0.5426 2.8736 -0.6150  0.3156
H -1.3803 2.1707 -2.0117  0.3532
C 0.0414 -2.6692 -0.8940  -1.5705
C -0.1519 0.3387 2.0869  1.2115
C -1.3325 0.1168 1.4533  -0.6684
C 1.0763 -0.2859 1.8732  -0.8496
C -1.3288 -0.8971 0.3680  -0.2398
C 1.0654 -1.1440 0.7737  -0.2730
C -0.1527 -1.4725 -0.0132  0.2041
O -0.1859 1.3659 3.0814  -0.5695
H 0.8196 1.4401 3.4163  0.3168
H -2.1388 0.7961 1.7590  0.4218
H 2.0464 -0.1257 2.4233  0.2624
H -2.2832 -1.1277 -0.0487  0.4274
H 1.9538 -1.7161 0.4660  0.3536
H -0.1529 -3.6254 -0.2332  0.2989
H 0.9879 -2.7127 -1.4157  0.3950
H -0.4801 -2.8328 -1.8734  0.3669

Properties
E_HOMO   -12.1 eV
Net charge   +1
HOMO-LUMO gap   8.600 eV
2S+1   1


Most stable one: *two*, least stable one: *one*.


*one*
ORCA calculation (the ωB97M-V functional and the def2-TZVPD basis) on a single C2H5N3O5S molecule.

Last column: Mulliken charge in e.
Atoms and positions in Å:
C -0.0643 0.9756 -2.3670  -0.8003
C 0.2026 -1.7755 1.7466  -0.3546
N 1.9688 -0.2994 1.0192  0.1400
N 1.4176 -1.1089 1.6074  -0.0824
N -0.9726 -1.0137 1.1403  0.8997
O -1.2623 1.3242 -0.0590  -0.5334
O -1.7777 -0.5051 1.9100  -0.5416
O -1.0277 -1.1732 -0.0332  -0.4393
O 1.1756 0.6076 0.0991  -0.3970
O 0.5017 2.8982 -0.6228  -0.5627
S -0.0267 1.5606 -0.6486  1.1324
H 0.9794 0.9324 -2.6066  0.3140
H -0.7192 0.1552 -2.6865  0.3039
H -0.5232 2.0524 -2.6540  0.2984
H -0.0326 -1.8334 2.8415  0.2919
H 0.1608 -2.7970 1.3136  0.3311

Properties
E_HOMO   -10.4 eV
Structure (SMILES)   CS(=O)(=O)O/N=N\C[N+](=O)[O-]
HOMO-LUMO gap   10.062 eV
2S+1   1


*two*
ORCA calculation (the ωB97M-V functional and the def2-TZVPD basis) on a single C2H5N3O5S molecule.

Last column: Mulliken charge in e.
Atoms and positions in Å:
C 1.6131 2.0718 -1.2214  -0.9028
C -1.1391 -1.5284 0.1411  -0.2870
N 1.6038 -1.1328 0.0072  0.0712
N -0.5129 -0.7979 -0.7727  -0.5476
N -2.2613 -0.9515 0.9527  0.9630
O -0.4127 0.5290 -0.3250  -0.0777
O -2.9402 -1.7411 1.5723  -0.5789
O -2.5069 0.2373 0.8282  -0.5257
O 1.2914 -1.4122 1.1476  -0.3220
O 1.2455 1.3672 1.3213  -0.5099
S 1.1772 0.7856 0.0269  0.9293
H 0.7393 2.8978 -1.2091  0.2990
H 2.5198 2.6437 -1.0220  0.3632
H 1.5019 1.5453 -2.1306  0.3489
H -0.4573 -1.9591 0.8648  0.3676
H -1.4617 -2.5547 -0.1814  0.4095

Properties
E_HOMO (alpha / beta)   -9.6 / -9.0 eV
HOMO-LUMO gap (alpha / beta)   8.933 / 7.625 eV
2S+1   1


Most stable one: *one*, least stable one: *two*.


*one*
ORCA calculation (the ωB97M-V functional and the def2-TZVPD basis) on a single H3O2PS molecule.

Last column: Mulliken charge in e.
Atoms and positions in Å:
O 0.9048 0.2719 -0.6359  -0.3445
O -1.1593 -0.7631 0.6709  -0.4064
P 0.8203 -0.5170 0.6825  0.3722
S -1.9989 0.3573 -0.1339  -0.1021
H 0.2631 0.9888 -0.7500  0.3177
H 1.0200 0.7957 1.4017  0.0352
H -1.7187 1.4329 0.5490  0.1280

Properties
E_HOMO   -8.9 eV
Structure (SMILES)   OPOS
HOMO-LUMO gap   9.048 eV
2S+1   1


*two*
ORCA calculation (the ωB97M-V functional and the def2-TZVPD basis) on a single H3O2PS molecule.

Last column: Mulliken charge in e.
Atoms and positions in Å:
O -0.5174 -1.7398 -0.5358  -0.3262
O -1.3767 0.7399 -0.1074  -0.6205
P -0.2838 -0.7659 0.5830  0.3724
S 1.6725 -0.4476 -0.0121  -0.2445
H -1.2779 -2.3557 -0.7061  0.3351
H -1.3759 1.2877 0.6948  0.3017
H 1.2327 -0.2287 -1.2582  0.1820

Properties
E_HOMO   -9.4 eV
Structure (SMILES)   OP(O)S
HOMO-LUMO gap   9.894 eV
2S+1   1


Most stable one: *two*, least stable one: *one*.


*one*
ORCA calculation (the ωB97M-V functional and the def2-TZVPD basis) on 2 unconnected molecules or ions with the total composition H2N2O3S.

Last column: Mulliken charge in e.
Atoms and positions in Å:
N 2.0857 0.4406 0.3409  -0.3886
N -1.4817 -0.3143 -0.2718  1.0297
O -0.7899 -1.4699 0.0152  -0.3930
O -2.2853 -0.4137 -1.1219  -0.5100
O -1.1112 0.6752 0.3203  -0.5325
S 1.2822 1.1909 -0.7832  0.1110
H 2.2142 1.2129 1.0185  0.2829
H 0.0861 -1.3216 0.4819  0.4004

Properties
E_HOMO (alpha / beta)   -9.1 / -9.1 eV
Structure (SMILES)   O=[N+]([O-])O.N=S
HOMO-LUMO gap (alpha / beta)   7.522 / 7.523 eV
2S+1   1


*two*
ORCA calculation (the ωB97M-V functional and the def2-TZVPD basis) on a molecular structure, H2N2O3S.

Last column: Mulliken charge in e.
Atoms and positions in Å:
N -0.3167 0.6382 1.1875  -0.0263
N -0.9332 0.7379 -1.0805  -0.4206
O 0.7633 -1.1675 -0.3315  -0.5850
O 2.1468 -1.2440 1.8007  -0.3943
O -1.1227 1.0385 0.4207  -0.0075
S 1.6559 -0.4971 0.6680  0.7578
H -1.7969 0.6786 -1.6184  0.2561
H -0.3966 -0.1848 -1.0464  0.4199

Properties
E_HOMO   -9.3 eV
HOMO-LUMO gap   8.105 eV
2S+1   1


Most stable one: *one*, least stable one: *two*.